# C49H49As2BIrN10O9S2

C49H49As2BIrN10O9S2 as an isolated structure at a distorted geometry (ωB97M-V/def2-TZVPD, the OMol25 dataset).

* total charge: +3
* ΔE to the lowest compared entry with this formula, charge and spin: 33.3 kcal/mol
* molecular weight: 1339.00 g/mol
* frontier orbital gap: 5.67 eV
* E_HOMO: -14.181 eV
* multiplicity: 1
* electronic energy: -8517.5307 hartree

Each line ends with the Mulliken charge.
Element x y z (Å)
Ir  1.590  1.735  0.464  1.011
C  5.744  0.784  0.705  -1.743
C  4.680  1.613  1.025  -0.718
N  3.511  1.013  0.753  -0.815
N  3.822  -0.217  0.302  0.827
C  5.149  -0.365  0.235  -0.001
B  2.648  -1.108  -0.076  1.570
N  2.148  -0.492  -1.448  0.701
C  2.331  -0.717  -2.764  -0.179
C  1.832  0.332  -3.506  -1.889
C  1.355  1.225  -2.557  -0.337
N  1.559  0.732  -1.336  0.136
N  1.547  -0.424  2.169  0.660
C  1.433  -1.174  3.275  0.013
C  1.409  -0.288  4.333  -1.360
C  1.448  0.989  3.766  -0.915
N  1.524  0.876  2.441  -0.592
N  3.252  -3.925  -0.617  1.436
C  4.667  -4.292  -0.649  -0.450
C  4.807  -5.517  -0.171  -0.590
C  3.458  -5.951  0.205  -0.393
N  2.550  -5.082  -0.023  -0.703
H  6.793  0.990  0.815  0.512
H  4.715  2.577  1.494  0.926
H  5.595  -1.268  -0.143  0.592
H  2.788  -1.614  -3.130  0.444
H  1.822  0.430  -4.576  0.526
H  0.878  2.182  -2.686  0.573
H  1.344  -2.245  3.233  0.591
H  1.337  -0.535  5.377  0.577
H  1.429  1.956  4.237  0.583
H  5.379  -3.597  -1.062  0.469
H  5.714  -6.090  -0.075  0.549
H  3.182  -6.909  0.626  0.519
S  6.392  4.595  -0.641  -0.076
C  7.597  5.802  -0.755  -0.366
C  7.067  7.051  -0.677  -0.642
C  5.655  7.030  -0.517  -0.528
C  5.142  5.765  -0.479  0.383
C  3.741  5.374  -0.301  0.377
C  3.406  4.018  -0.186  -0.570
N  2.169  3.582  0.047  0.320
C  1.165  4.503  0.095  -0.423
C  1.394  5.871  -0.072  0.620
C  0.256  6.755  -0.057  -1.185
C  -0.994  6.268  0.090  -1.181
C  -1.225  4.856  0.265  0.687
C  -2.491  4.276  0.380  -1.005
C  -2.625  2.915  0.544  0.673
C  -1.442  2.142  0.657  -0.313
N  -0.230  2.661  0.515  0.401
C  -0.132  4.004  0.300  -0.342
C  -3.936  2.268  0.551  0.612
C  -4.231  0.952  0.770  -0.642
C  -5.602  0.649  0.588  -0.625
C  -6.323  1.749  0.234  -0.500
S  -5.351  3.143  0.124  -0.211
C  2.710  6.295  -0.246  -0.667
H  8.630  5.524  -0.880  0.455
H  7.656  7.953  -0.731  0.437
H  5.062  7.928  -0.431  0.383
H  4.158  3.272  -0.322  1.138
H  0.427  7.816  -0.179  0.505
H  -1.848  6.931  0.078  0.512
H  -3.366  4.914  0.331  0.596
H  -1.476  1.086  0.873  0.346
H  -3.503  0.216  1.067  0.455
H  -6.034  -0.333  0.704  0.367
H  -7.379  1.811  0.026  0.494
H  2.911  7.352  -0.361  0.461
C  3.744  -2.844  1.548  -2.311
C  2.868  -2.721  0.299  0.339
C  2.755  -3.852  -2.029  -0.667
O  1.454  -0.719  0.825  -0.443
H  3.563  -3.782  2.071  0.539
H  3.536  -2.035  2.242  0.614
H  4.806  -2.784  1.323  0.438
H  1.855  -3.019  0.570  -0.199
H  3.444  -3.228  -2.588  0.444
H  1.745  -3.461  -2.022  0.164
H  2.766  -4.862  -2.431  0.469
C  -3.312  -0.781  4.493  -0.803
O  -3.446  -1.365  3.184  -0.231
C  -2.375  -1.356  2.417  -0.372
O  -1.353  -0.751  2.678  -0.069
C  -2.617  -2.005  1.090  -0.351
C  -3.300  -3.136  0.918  0.904
As  -4.038  -3.742  -0.817  -0.158
C  -5.917  -3.539  -0.286  -1.038
C  -3.943  -2.023  -1.772  1.861
C  -2.999  -1.088  -1.671  0.063
As  -1.576  -1.143  -0.338  0.667
C  -0.690  -2.775  -0.995  -1.209
C  -2.981  0.059  -2.626  -0.193
O  -3.403  0.042  -3.747  -0.591
O  -2.389  1.150  -2.074  0.278
C  -2.402  2.321  -2.903  -0.917
C  -5.055  -1.884  -2.781  -0.747
O  -5.925  -1.064  -2.684  -0.527
O  -4.984  -2.850  -3.690  -0.361
C  -5.951  -2.765  -4.765  -0.770
C  -3.484  -4.097  2.074  0.280
O  -2.899  -4.024  3.121  -0.572
O  -4.282  -5.101  1.720  -0.294
C  -4.475  -6.142  2.704  -0.768
H  -4.139  -1.177  5.073  0.287
H  -3.383  0.303  4.416  0.283
H  -2.360  -1.062  4.935  0.331
H  -6.232  -4.452  0.210  0.411
H  -6.512  -3.391  -1.185  0.401
H  -6.047  -2.689  0.380  0.276
H  -1.360  -3.379  -1.605  0.877
H  -0.339  -3.367  -0.149  0.476
H  0.152  -2.460  -1.609  0.027
H  -1.662  2.998  -2.478  0.185
H  -3.388  2.784  -2.875  0.258
H  -2.158  2.073  -3.933  0.416
H  -6.007  -3.762  -5.189  0.257
H  -5.589  -2.051  -5.501  0.292
H  -6.915  -2.447  -4.381  0.362
H  -4.918  -6.971  2.164  0.265
H  -5.147  -5.784  3.481  0.320
H  -3.522  -6.421  3.143  0.333



# C49H49Cl3I2LuN2O8P2S2

C49H49Cl3I2LuN2O8P2S2 as an isolated structure at a distorted geometry (ωB97M-V/def2-TZVPD, the OMol25 dataset).

* total charge: +1
* molecular weight: 1455.15 g/mol
* frontier orbital gap: 7.82 eV
* E_HOMO: -10.337 eV
* multiplicity: 1
* electronic energy: -7298.4226 hartree

Each line ends with the Mulliken charge.
Element x y z (Å)
Lu  1.628  -1.289  -0.104  -0.344
Cl  3.553  0.847  0.982  -0.016
C  3.893  -0.149  2.400  -0.742
Cl  2.769  -1.520  2.344  0.015
H  3.709  0.441  3.292  0.367
H  4.911  -0.517  2.347  0.506
C  6.121  -1.118  -0.045  -1.710
P  4.571  -1.243  -1.042  1.162
C  5.086  -2.632  -2.126  -1.395
C  4.857  0.193  -2.185  -1.123
C  3.660  0.432  -3.106  -1.142
P  2.043  0.612  -2.221  0.931
C  0.948  0.755  -3.683  -1.029
C  2.108  2.389  -1.751  -1.158
H  6.988  -1.249  -0.690  0.491
H  6.126  -1.913  0.703  0.360
H  6.195  -0.151  0.451  0.408
H  6.030  -2.401  -2.620  0.575
H  4.315  -2.845  -2.867  0.141
H  5.208  -3.524  -1.510  0.351
H  5.747  -0.005  -2.785  0.655
H  5.055  1.073  -1.567  0.370
H  3.550  -0.410  -3.795  0.220
H  3.811  1.335  -3.704  0.666
H  1.278  1.590  -4.304  0.499
H  -0.075  0.928  -3.355  0.103
H  0.988  -0.161  -4.271  0.239
H  2.416  2.976  -2.617  0.692
H  2.800  2.573  -0.930  0.362
H  1.114  2.708  -1.445  0.021
C  -6.843  4.500  -5.134  -1.463
C  -5.765  3.982  -4.227  1.025
C  -5.864  4.081  -2.842  -0.927
C  -4.840  3.640  -2.019  -0.566
C  -3.706  3.092  -2.589  -0.187
C  -3.584  2.980  -3.966  -0.017
C  -4.617  3.415  -4.779  -1.007
S  -2.298  2.660  -1.551  0.859
O  -2.333  3.636  -0.436  -0.646
C  -2.923  1.054  -0.962  1.356
C  -3.294  0.166  -1.991  -1.029
C  -3.811  -1.057  -1.696  -1.326
C  -3.940  -1.485  -0.358  1.014
C  -4.468  -2.759  -0.051  -1.067
C  -4.608  -3.160  1.245  -0.703
C  -4.184  -2.316  2.287  -0.945
C  -3.652  -1.086  2.019  -0.734
C  -3.539  -0.616  0.688  0.720
C  -3.039  0.694  0.365  -0.297
C  -2.752  1.589  1.518  0.040
C  -3.888  2.004  2.281  0.464
C  -5.211  1.798  1.815  -1.094
C  -6.287  2.203  2.552  -0.944
C  -6.106  2.838  3.795  -0.637
C  -4.846  3.077  4.260  -1.016
C  -3.715  2.678  3.513  1.222
C  -2.409  2.916  3.970  -1.673
C  -1.332  2.581  3.208  -0.034
C  -1.474  1.931  1.959  0.279
S  -0.056  1.836  0.816  1.371
O  0.543  0.425  0.766  0.816
C  1.111  2.734  1.837  -0.129
C  1.430  4.042  1.513  -0.289
C  2.253  4.766  2.362  -1.059
C  2.741  4.206  3.541  0.659
C  3.552  5.036  4.492  -1.565
C  2.441  2.872  3.822  -0.723
C  1.632  2.137  2.975  -0.913
H  -7.762  4.706  -4.589  0.353
H  -7.055  3.783  -5.927  0.374
H  -6.512  5.425  -5.609  0.303
H  -6.751  4.516  -2.398  0.341
H  -4.907  3.734  -0.942  0.543
H  -2.684  2.568  -4.406  0.491
H  -4.526  3.326  -5.854  0.395
H  -3.220  0.487  -3.022  0.288
H  -4.128  -1.719  -2.491  0.407
H  -4.758  -3.408  -0.868  0.455
H  -5.035  -4.127  1.477  0.428
H  -4.274  -2.651  3.311  0.454
H  -3.313  -0.471  2.839  0.473
H  -5.368  1.317  0.859  0.560
H  -7.290  2.044  2.181  0.474
H  -6.967  3.140  4.375  0.408
H  -4.684  3.581  5.205  0.485
H  -2.256  3.386  4.933  0.453
H  -0.357  2.794  3.602  0.422
H  1.001  4.494  0.627  0.594
H  2.511  5.788  2.116  0.457
H  3.016  5.953  4.739  0.367
H  4.500  5.323  4.035  0.347
H  3.759  4.495  5.413  0.375
H  2.813  2.426  4.737  0.456
H  1.358  1.112  3.201  0.930
I  -0.381  -2.402  -2.230  0.294
C  0.152  -3.602  -3.964  -1.004
I  1.915  -2.946  -4.932  0.074
H  -0.667  -3.549  -4.670  0.559
H  0.346  -4.602  -3.601  0.400
Cl  -0.069  -2.478  1.151  -0.345
O  2.017  -4.449  -2.037  -0.476
C  2.429  -4.222  -0.915  -0.322
O  2.576  -3.042  -0.409  0.554
C  2.855  -5.349  -0.003  0.470
C  2.862  -5.110  1.365  -0.211
C  3.317  -6.086  2.233  0.016
C  3.742  -7.317  1.770  -0.488
C  3.712  -7.540  0.405  -0.343
C  3.277  -6.576  -0.490  -0.365
N  4.192  -8.831  -0.112  1.061
O  4.134  -9.003  -1.312  -0.605
O  4.619  -9.628  0.697  -0.607
N  3.394  -5.776  3.662  1.009
O  3.411  -4.595  3.963  -0.571
O  3.457  -6.703  4.439  -0.589
H  2.497  -4.174  1.752  0.323
H  4.106  -8.074  2.448  0.604
H  3.273  -6.780  -1.551  0.619